{
  "formula": "C26H28BCrF2N7",
  "method": "ωB97M-V/def2-TZVPD",
  "elements": ["Cr", "C", "C", "C", "C", "C", "N", "N", "B", "N", "N", "C", "C", "C", "C", "C", "N", "N", "C", "C", "C", "C", "C", "H", "H", "H", "H", "H", "H", "H", "H", "H", "H", "H", "H", "H", "H", "H", "H", "H", "H", "H", "H", "H", "H", "F", "C", "C", "C", "C", "C", "F", "C", "C", "C", "C", "C", "C", "N", "H", "H", "H", "H", "H", "H"],
  "positions_angstrom": [[-0.1626, 0.4320, 0.2121], [4.0101, 0.6209, 0.2394], [3.0409, 0.5038, 1.3691], [3.2871, 0.4495, 2.7502], [2.0432, 0.3592, 3.3527], [1.6454, 0.2686, 4.7841], [1.1273, 0.3489, 2.3706], [1.7375, 0.4453, 1.1505], [-1.3418, -0.7710, 2.4397], [-0.7157, -1.9843, 1.6008], [-0.1261, -1.6236, 0.4277], [0.2687, -2.7217, -0.1996], [0.9684, -2.6466, -1.5152], [-0.0738, -3.8354, 0.5711], [-0.7071, -3.3283, 1.6936], [-1.3124, -4.1150, 2.8097], [-2.5844, -0.2946, 1.5310], [-2.2187, 0.2615, 0.3358], [-3.3217, 0.6227, -0.3070], [-3.2481, 1.2956, -1.6370], [-4.4345, 0.2843, 0.4628], [-3.9244, -0.3041, 1.6116], [-4.6942, -0.8843, 2.7519], [5.0128, 0.3461, 0.5626], [4.0477, 1.6441, -0.1390], [3.7231, -0.0305, -0.5862], [4.2452, 0.4657, 3.2420], [2.4237, 0.6862, 5.4206], [1.4876, -0.7704, 5.0798], [0.7138, 0.8083, 4.9566], [-2.5370, -1.9900, 4.0205], [1.1015, -1.6045, -1.8080], [0.3952, -3.1495, -2.2953], [1.9501, -3.1193, -1.4655], [0.1061, -4.8737, 0.3475], [-1.2111, -5.1754, 2.5850], [-2.3735, -3.8963, 2.9258], [-0.8264, -3.9244, 3.7657], [-2.4138, 0.9024, -2.2197], [-3.0992, 2.3716, -1.5216], [-4.1672, 1.1430, -2.2006], [-5.4732, 0.4384, 0.2229], [-5.7497, -0.6490, 2.6252], [-4.3708, -0.4783, 3.7080], [-4.5962, -1.9705, 2.7887], [-2.6093, -0.5861, 6.0175], [-2.1236, -0.1269, 4.8217], [-1.7405, -1.2444, 3.9312], [-0.3286, 0.4706, 2.3498], [-0.8001, 1.8292, 2.6386], [-1.7033, 2.0528, 3.6093], [-2.3348, 3.2708, 3.6834], [-2.1684, 1.1992, 4.6851], [-0.4298, 2.9143, 1.6867], [-0.3290, 4.2655, 2.0171], [0.0128, 5.1834, 1.0450], [0.2585, 4.7496, -0.2512], [0.1581, 3.3995, -0.5106], [-0.1775, 2.5049, 0.4256], [-0.8471, -1.7193, 4.3532], [-2.6127, 1.7397, 5.5138], [-0.5167, 4.5758, 3.0331], [0.0930, 6.2331, 1.2970], [0.5278, 5.4361, -1.0409], [0.3498, 3.0010, -1.4991]],
  "forces_ev_per_angstrom": [[0.094, -0.237, -0.656], [0.024, 0.011, 0.006], [0.065, -0.072, -0.031], [0.002, -0.014, -0.060], [-0.063, -0.049, 0.070], [0.008, 0.023, 0.014], [-0.047, 0.134, -0.194], [-0.161, 0.009, 0.182], [0.146, -0.131, -0.171], [0.015, 0.040, 0.005], [-0.071, -0.069, 0.048], [0.051, 0.004, -0.004], [-0.015, -0.008, -0.008], [-0.017, 0.008, -0.025], [-0.015, 0.032, 0.064], [0.014, -0.028, -0.003], [0.100, -0.004, -0.120], [-0.131, 0.108, 0.152], [0.012, -0.054, -0.044], [0.003, 0.033, 0.008], [-0.008, -0.033, -0.002], [0.023, -0.027, 0.095], [-0.040, 0.018, -0.018], [-0.003, -0.002, 0.003], [0.002, 0.002, 0.004], [-0.011, -0.003, 0.005], [0.003, 0.004, -0.003], [0.000, -0.004, -0.001], [-0.004, -0.001, -0.003], [-0.006, -0.004, -0.011], [0.021, -0.016, 0.005], [0.000, 0.002, 0.001], [0.003, -0.003, 0.003], [0.001, 0.000, 0.004], [-0.009, -0.004, -0.002], [0.004, 0.003, 0.005], [-0.005, -0.003, -0.009], [0.005, 0.015, -0.002], [0.000, -0.005, 0.003], [-0.007, -0.002, 0.003], [0.002, -0.005, -0.001], [-0.003, -0.002, 0.005], [0.001, -0.011, -0.010], [-0.010, 0.017, 0.016], [0.018, 0.004, 0.000], [0.008, -0.011, -0.012], [-0.028, -0.021, -0.017], [-0.095, 0.030, 0.017], [0.041, 0.030, 0.721], [0.194, 0.003, -0.228], [-0.198, -0.045, 0.233], [-0.009, 0.000, -0.052], [0.060, 0.076, -0.063], [-0.065, -0.186, 0.098], [0.030, 0.058, -0.002], [-0.006, 0.000, 0.061], [0.011, -0.028, -0.048], [0.001, 0.037, 0.069], [0.040, 0.329, -0.091], [0.020, 0.028, 0.013], [0.004, 0.012, -0.003], [0.005, -0.004, -0.007], [0.003, 0.002, -0.009], [0.002, 0.004, 0.003], [-0.008, 0.008, -0.006]],
  "homo_energy_ev": [-5.32, -6.92],
  "homo_lumo_gap_ev": [5.7, 7.0],
  "fmax_ha_per_bohr": 0.014,
  "e_above_lowest_ev": 2.258,
  "multiplicity": 5
}

{
  "formula": "C63H54AsCl2CoNO2PS2",
  "method": "ωB97M-V/def2-TZVPD",
  "elements": ["Co", "C", "C", "C", "C", "C", "C", "P", "C", "C", "C", "C", "C", "C", "C", "C", "C", "C", "C", "C", "C", "C", "C", "C", "H", "H", "H", "H", "H", "H", "H", "H", "H", "H", "H", "H", "H", "H", "H", "H", "Cl", "C", "C", "C", "C", "C", "Cl", "C", "S", "H", "H", "H", "C", "S", "C", "H", "H", "H", "H", "H", "H", "C", "C", "C", "C", "C", "C", "As", "C", "C", "C", "C", "C", "C", "C", "C", "C", "C", "C", "C", "H", "H", "H", "H", "H", "H", "H", "H", "H", "H", "H", "H", "H", "H", "H", "C", "C", "C", "C", "C", "C", "N", "C", "C", "C", "C", "C", "C", "C", "O", "O", "C", "C", "H", "H", "H", "H", "H", "H", "H", "H", "H", "H", "H", "H", "H", "H"],
  "positions_angstrom": [[-1.1094, 0.9434, 1.0806], [-0.2697, 0.7870, 7.3265], [-1.2612, 1.4134, 6.5775], [-1.5254, 0.9897, 5.2851], [-0.8089, -0.0716, 4.7260], [0.1886, -0.6830, 5.4750], [0.4493, -0.2609, 6.7765], [-1.1314, -0.4905, 2.9760], [-0.3487, -2.1473, 2.8069], [0.7969, -2.2032, 2.0140], [1.4328, -3.4132, 1.7679], [0.9334, -4.5829, 2.3197], [-0.2029, -4.5365, 3.1226], [-0.8434, -3.3258, 3.3593], [-2.9264, -0.8742, 3.0285], [-3.5588, -1.4589, 4.0975], [-4.9105, -1.8567, 3.9979], [-5.6012, -1.6561, 2.8363], [-5.0059, -0.9857, 1.7400], [-5.7380, -0.6829, 0.5654], [-5.1516, 0.0513, -0.4242], [-3.8182, 0.5116, -0.2928], [-3.0223, 0.2117, 0.7909], [-3.6463, -0.5631, 1.8300], [-0.0590, 1.1186, 8.3377], [-1.8167, 2.2444, 6.9967], [-2.2935, 1.4786, 4.6989], [0.7580, -1.4981, 5.0425], [1.2248, -0.7492, 7.3562], [1.1606, -1.2894, 1.5516], [2.2980, -3.4475, 1.1115], [1.4140, -5.5334, 2.1172], [-0.6044, -5.4491, 3.5483], [-1.7476, -3.3144, 3.9523], [-3.0233, -1.6104, 5.0276], [-5.3922, -2.3317, 4.8458], [-6.6336, -1.9811, 2.7485], [-6.7669, -1.0193, 0.4811], [-5.7165, 0.3093, -1.3144], [-3.4392, 1.1521, -1.0796], [-2.1315, 3.0433, 2.1316], [-0.8680, 4.2417, 2.2013], [-1.2092, 5.5517, 1.9236], [-0.2411, 6.5388, 1.9996], [1.0515, 6.1935, 2.3660], [1.3750, 4.8722, 2.6244], [3.0127, 4.5164, 3.0751], [0.4350, 3.8175, 2.5325], [0.8453, 2.1549, 2.7580], [-2.2321, 5.7938, 1.6593], [-0.4927, 7.5708, 1.7882], [1.8199, 6.9516, 2.4535], [-0.5386, -3.9108, -1.4717], [-1.5499, -2.7898, -0.4893], [-2.8701, -3.9423, -0.0595], [-1.0914, -4.2418, -2.3551], [-0.2310, -4.7701, -0.8720], [0.3460, -3.3558, -1.7847], [-2.4768, -4.7572, 0.5504], [-3.3301, -4.3366, -0.9707], [-3.6133, -3.3801, 0.5105], [-3.6499, 3.6788, -4.7234], [-3.7283, 2.3931, -5.2418], [-3.0011, 1.3554, -4.6669], [-2.1803, 1.5830, -3.5605], [-2.1245, 2.8800, -3.0367], [-2.8444, 3.9178, -3.6173], [-1.1867, 0.1586, -2.5959], [-1.8565, -1.2994, -3.7556], [-3.0416, -1.9089, -3.3347], [-3.6584, -2.8848, -4.1065], [-3.0981, -3.2709, -5.3203], [-1.9175, -2.6774, -5.7482], [-1.3044, -1.6969, -4.9714], [0.5656, 0.4273, -3.4397], [1.0164, 1.6820, -3.8394], [2.3006, 1.8461, -4.3493], [3.1433, 0.7523, -4.4855], [2.7114, -0.5037, -4.0725], [1.4424, -0.6558, -3.5347], [-4.2163, 4.4856, -5.1743], [-4.3623, 2.1893, -6.0980], [-3.0853, 0.3644, -5.0918], [-1.5245, 3.0689, -2.1535], [-2.7846, 4.9138, -3.1922], [-3.4826, -1.6096, -2.3906], [-4.5817, -3.3412, -3.7669], [-3.5834, -4.0232, -5.9317], [-1.4768, -2.9699, -6.6945], [-0.3957, -1.2316, -5.3309], [0.3640, 2.5421, -3.7510], [2.6446, 2.8335, -4.6345], [4.1392, 0.8789, -4.8950], [3.3707, -1.3603, -4.1558], [1.1242, -1.6306, -3.1835], [6.1936, -3.4319, 0.9211], [5.7145, -2.3206, 0.0210], [6.1806, -2.2304, -1.2846], [5.7714, -1.1876, -2.1067], [4.8703, -0.2493, -1.6378], [4.3714, -0.3410, -0.3369], [3.3915, 0.5606, 0.1369], [3.2700, 1.8860, -0.2714], [4.4126, 2.6826, -0.4252], [4.3059, 4.0309, -0.7028], [3.0557, 4.6273, -0.8366], [1.9226, 3.8493, -0.6974], [2.0040, 2.4809, -0.4320], [0.7207, 1.7295, -0.2651], [-0.3806, 2.3388, -0.4358], [0.7086, 0.4841, 0.0400], [4.8165, -1.3663, 0.5132], [4.3734, -1.4138, 1.9563], [6.7934, -4.1521, 0.3643], [5.3541, -3.9632, 1.3779], [6.8062, -3.0383, 1.7382], [6.8728, -2.9771, -1.6584], [6.1379, -1.1206, -3.1257], [4.5166, 0.5504, -2.2761], [2.4861, 0.1640, 0.3563], [5.3855, 2.2252, -0.2873], [5.2039, 4.6332, -0.7852], [2.9655, 5.6931, -1.0126], [0.9382, 4.2906, -0.7851], [3.7289, -0.5703, 2.1942], [5.2434, -1.3713, 2.6192], [3.8343, -2.3359, 2.1923]],
  "forces_ev_per_angstrom": [[0.405, 0.358, -0.154], [-0.034, 0.009, 0.029], [0.004, -0.031, -0.087], [0.027, -0.080, 0.102], [0.108, 0.189, -0.061], [-0.056, -0.057, 0.043], [0.041, -0.038, -0.084], [-0.508, -0.812, 0.519], [0.114, 0.131, -0.148], [0.003, 0.087, 0.007], [-0.001, -0.037, -0.086], [-0.119, 0.004, 0.064], [-0.010, 0.088, -0.063], [0.054, -0.104, -0.068], [0.039, -0.070, -0.120], [-0.041, 0.029, -0.102], [0.064, -0.024, 0.068], [-0.016, 0.025, -0.010], [0.191, 0.058, -0.004], [0.000, -0.072, 0.028], [0.052, 0.023, -0.030], [-0.094, 0.002, 0.092], [-0.088, -0.057, 0.251], [-0.054, -0.016, -0.022], [-0.012, -0.007, -0.067], [0.006, -0.040, -0.018], [0.013, 0.062, 0.002], [0.015, 0.048, 0.057], [-0.023, 0.014, -0.044], [-0.021, -0.090, 0.035], [-0.078, 0.025, 0.069], [0.004, 0.031, 0.007], [0.015, 0.027, -0.001], [-0.022, 0.042, 0.040], [0.017, -0.056, -0.004], [0.024, 0.020, -0.038], [0.022, 0.027, 0.010], [0.034, 0.018, 0.013], [0.011, -0.005, 0.004], [0.058, 0.028, -0.061], [-0.427, 0.220, 0.019], [0.311, 0.067, 0.027], [-0.169, -0.050, 0.002], [0.041, 0.077, 0.029], [0.038, -0.024, 0.020], [-0.272, -0.036, -0.059], [0.040, -0.016, -0.043], [0.157, -0.003, -0.057], [-0.241, 0.117, -0.048], [0.064, -0.041, 0.000], [0.005, -0.041, 0.006], [0.000, -0.055, -0.021], [-0.133, 0.045, 0.044], [-0.030, -0.056, 0.178], [0.077, 0.146, -0.106], [0.083, 0.006, -0.003], [0.040, 0.021, -0.057], [0.000, -0.054, -0.002], [-0.074, -0.007, -0.001], [-0.029, -0.003, 0.103], [0.043, -0.063, -0.020], [0.051, -0.057, 0.019], [0.032, 0.011, 0.055], [0.067, 0.070, 0.041], [-0.092, 0.152, 0.057], [-0.014, -0.113, -0.004], [-0.013, -0.027, -0.033], [-0.254, -0.053, -0.536], [-0.024, -0.050, -0.042], [0.063, 0.014, -0.009], [0.026, 0.024, -0.075], [0.054, 0.061, 0.042], [-0.051, 0.004, 0.076], [-0.046, -0.033, 0.041], [0.131, 0.038, -0.027], [-0.015, -0.056, 0.018], [0.007, -0.051, 0.002], [-0.095, -0.012, -0.020], [-0.062, 0.049, -0.081], [-0.005, 0.089, 0.071], [0.009, -0.022, 0.020], [0.031, 0.010, 0.025], [0.009, -0.022, 0.000], [0.003, 0.011, 0.021], [0.009, -0.046, -0.013], [-0.018, -0.009, 0.004], [0.026, 0.032, 0.009], [0.027, 0.003, 0.034], [0.005, 0.020, 0.024], [0.025, 0.026, 0.001], [0.032, 0.006, -0.009], [-0.036, -0.016, -0.005], [-0.016, 0.000, 0.017], [-0.028, 0.030, 0.044], [-0.003, -0.057, -0.043], [-0.038, 0.064, -0.027], [-0.002, -0.076, 0.055], [-0.003, 0.050, -0.069], [-0.005, -0.004, 0.054], [-0.001, 0.055, 0.115], [-0.032, 0.086, 0.084], [0.189, 0.243, -0.250], [0.054, -0.214, 0.060], [0.022, -0.046, -0.070], [-0.028, -0.030, -0.013], [-0.051, 0.061, 0.016], [0.023, -0.061, -0.057], [-0.108, -0.067, 0.025], [-0.014, -0.118, -0.525], [0.431, -0.211, 0.405], [0.150, 0.396, 0.146], [-0.084, 0.109, 0.094], [0.055, -0.036, -0.084], [0.000, 0.018, 0.008], [0.052, 0.009, -0.006], [-0.037, -0.036, -0.015], [-0.009, 0.009, 0.019], [-0.002, 0.002, 0.043], [0.042, -0.054, 0.069], [-0.137, -0.140, -0.019], [-0.028, 0.025, 0.007], [-0.007, -0.040, -0.009], [0.019, -0.062, -0.024], [-0.019, -0.030, 0.044], [0.020, -0.012, 0.031], [-0.035, -0.023, -0.020], [0.079, 0.109, 0.005]],
  "homo_energy_ev": [-4.39, -4.40],
  "homo_lumo_gap_ev": [6.7, 6.7],
  "fmax_ha_per_bohr": 0.021,
  "e_above_lowest_ev": 0.239,
  "charge": -1,
  "multiplicity": 4
}

{
  "formula": "C10H16AuBrN3S",
  "method": "ωB97M-V/def2-TZVPD",
  "elements": ["Au", "C", "C", "N", "C", "S", "N", "C", "C", "H", "H", "H", "H", "H", "H", "H", "H", "H", "H", "H", "H", "Br", "C", "C", "C", "C", "N", "C", "H", "H", "H", "H"],
  "positions_angstrom": [[1.9199, 0.0209, 0.1753], [-3.0710, 2.6821, 0.4342], [-3.0043, 1.3912, 1.2359], [-1.6154, 0.9856, 1.4413], [-1.0938, -0.1984, 1.7112], [0.6229, -0.2831, 2.0419], [-1.7427, -1.3387, 1.8666], [-3.1616, -1.6529, 2.0170], [-3.7544, -2.2764, 0.7581], [-4.1091, 2.8793, 0.1749], [-2.4995, 2.6078, -0.4900], [-2.7047, 3.5291, 1.0127], [-3.5329, 0.5987, 0.7061], [-3.4808, 1.5507, 2.2079], [-0.9464, 1.7420, 1.4898], [-1.1268, -2.1286, 2.0020], [-3.7123, -0.7618, 2.3046], [-3.2355, -2.3615, 2.8433], [-3.7229, -1.5871, -0.0849], [-4.7926, -2.5453, 0.9447], [-3.2133, -3.1798, 0.4833], [4.0354, 0.2700, -5.2971], [4.3756, 0.1232, -3.4457], [5.6722, 0.0091, -2.9639], [5.8495, -0.0892, -1.5938], [4.7421, -0.0622, -0.7655], [3.4956, 0.0482, -1.2387], [3.3125, 0.1335, -2.5561], [6.5127, -0.0019, -3.6414], [6.8359, -0.1850, -1.1667], [4.8497, -0.1304, 0.3066], [2.2961, 0.2108, -2.9135]],
  "forces_ev_per_angstrom": [[0.100, -0.126, -0.024], [0.003, -0.126, 0.016], [-0.245, 0.062, -0.081], [-0.076, 0.102, 0.029], [0.291, 0.050, -0.070], [0.363, -0.029, 0.040], [-0.071, -0.090, 0.091], [-0.382, -0.059, -0.202], [0.019, 0.092, 0.163], [-0.010, 0.070, 0.006], [0.009, -0.026, -0.023], [0.058, 0.021, 0.008], [0.057, 0.054, 0.024], [-0.043, -0.135, -0.072], [0.017, -0.105, -0.024], [0.077, 0.140, -0.037], [0.079, -0.042, 0.087], [0.017, 0.096, 0.016], [0.018, 0.023, -0.031], [-0.029, -0.025, -0.029], [0.020, -0.040, -0.037], [0.030, -0.031, 0.265], [0.008, 0.008, -0.079], [-0.215, 0.013, 0.017], [-0.164, 0.012, -0.011], [0.303, -0.014, 0.073], [-0.225, 0.047, 0.259], [-0.053, 0.038, -0.395], [0.036, -0.003, -0.041], [0.026, 0.006, 0.031], [-0.010, -0.001, 0.027], [-0.007, 0.020, 0.007]],
  "homo_energy_ev": -12.02,
  "homo_lumo_gap_ev": 9.2,
  "fmax_ha_per_bohr": 0.008,
  "charge": 1
}

{
  "formula": "C2H4BrI",
  "method": "ωB97M-V/def2-TZVPD",
  "elements": ["C", "C", "Br", "I", "H", "H", "H", "H"],
  "positions_angstrom": [[-0.5366, -0.9956, -0.5797], [0.0099, -0.5451, 1.2869], [-2.1833, -0.1105, -1.0788], [2.0841, -0.8196, 1.4295], [-0.5422, -2.0588, -0.6117], [0.2761, -0.5341, -1.2646], [-0.2924, -1.2788, 1.8790], [-0.5731, 0.4131, 1.4487]],
  "forces_ev_per_angstrom": [[2.686, 2.807, 2.209], [-0.977, 2.667, -5.970], [0.298, -0.498, 0.358], [0.136, 0.613, -0.127], [-0.397, -0.665, -0.157], [-1.331, -0.951, 1.432], [-1.964, -3.084, 2.285], [1.549, -0.888, -0.030]],
  "homo_energy_ev": -9.34,
  "homo_lumo_gap_ev": 9.7,
  "fmax_ha_per_bohr": 0.129,
  "e_above_lowest_ev": 2.141
}